Entry 1:
Molecular formula: C59H58FN2O16PSSi2
Method: DFT, wB97M-V/def2-TZVPD

```
140
Properties=species:S:1:pos:R:3
C 2.26213 -3.33600 1.02939
C 1.15369 -2.82487 1.10138
C -0.31181 -2.30867 1.29353
Si -0.40901 -0.58290 2.08538
F 0.75714 0.51631 1.54653
C -0.04712 -0.84300 3.96212
C 0.57568 0.51859 4.53026
C 2.13368 0.39172 4.87683
C 3.06987 1.20959 3.88214
C 2.82480 2.77291 3.89940
C 3.65895 3.54042 2.76421
C 3.37945 2.94707 1.29499
S 4.92917 2.43519 0.41840
C 5.94358 1.41919 1.55357
N 5.62485 0.24299 2.18439
N 6.67447 -0.16521 2.96264
C 7.63381 0.79766 2.77955
O 7.24618 1.80627 1.90567
O -2.02834 -0.05082 1.98672
Si -2.32037 1.11105 0.76420
C -4.14489 0.96645 0.26382
O -1.19238 1.12480 -0.53984
C -1.76427 0.99823 -1.80716
O -2.53666 1.77121 -2.33004
C -1.27590 -0.25906 -2.64315
C -0.45518 0.08059 -3.86836
C 0.14178 -0.96544 -4.76882
C -0.10934 -2.40684 -4.37769
C -0.93895 -2.75988 -3.17995
C -1.54344 -1.66483 -2.26838
P -2.12001 3.10176 1.76818
C -3.14135 4.39089 0.81767
C -0.32894 3.63741 1.53636
C -0.04422 5.14673 2.04416
H 3.37257 -3.42014 0.88361
H -0.80247 -3.02712 2.03468
H -0.89059 -2.42626 0.33068
H 0.67763 -1.70761 4.00412
H -1.04882 -1.04745 4.43927
H 0.04377 0.75311 5.51125
H 0.41214 1.41690 3.86886
H 2.47578 -0.68478 4.87448
H 2.30322 0.81075 5.91524
H 2.98890 0.73875 2.86017
H 4.13769 1.04742 4.24050
H 3.15955 3.21171 4.89514
H 1.74106 3.06724 3.76184
H 3.37707 4.64502 2.74232
H 4.77628 3.51133 2.98789
H 2.60929 2.11748 1.29961
H 2.93366 3.79522 0.68422
H 8.63259 0.73037 3.29886
H -4.49583 1.83983 -0.37260
H -4.40544 -0.02435 -0.21255
H -4.74953 1.05748 1.22835
H -0.26547 1.16554 -4.12937
H 0.74223 -0.65233 -5.66123
H 0.37273 -3.19020 -5.03632
H -1.07877 -3.85213 -2.93646
H -2.14991 -1.94063 -1.36798
H -4.12224 3.93110 0.47463
H -3.31506 5.33853 1.41805
H -2.52741 4.65616 -0.10489
H 0.35450 2.97633 2.13997
H -0.05590 3.58454 0.44046
H 0.44811 5.04506 3.06684
H -0.97445 5.77843 2.07529
H 0.76683 5.57609 1.37359
C -4.89177 -0.55790 -5.33141
C -3.99641 -1.53900 -5.22671
C -4.37232 -2.94740 -5.46252
O -3.55610 -3.84037 -5.36187
C -5.78103 -3.22797 -5.82319
C -6.67608 -2.24756 -5.92881
C -6.29898 -0.83597 -5.69122
O -7.11603 0.06000 -5.78847
H -4.63369 0.47971 -5.15954
H -2.96245 -1.35431 -4.95906
H -6.03808 -4.26617 -5.99358
H -7.71042 -2.43437 -6.19062
C -8.90896 5.39568 -0.47596
C -8.04469 4.72666 0.28564
C -7.15094 3.69781 -0.29051
O -6.36271 3.08484 0.40437
C -7.25235 3.44142 -1.74461
C -8.11652 4.11018 -2.50666
C -9.01098 5.13965 -1.93079
O -9.79769 5.75133 -2.62446
H -9.57093 6.15113 -0.07168
H -7.95652 4.90176 1.35068
H -6.58999 2.68566 -2.14887
H -8.20422 3.93460 -3.57164
C -7.56604 -4.78945 -0.44230
C -6.49763 -4.10599 -0.84976
C -6.63318 -2.91797 -1.72158
O -5.65913 -2.29471 -2.09579
C -8.00058 -2.51729 -2.12212
C -9.06924 -3.20053 -1.71483
C -8.93406 -4.38905 -0.84264
O -9.90754 -5.01129 -0.46929
H -7.48579 -5.66115 0.19490
H -5.49039 -4.38462 -0.56587
H -8.08059 -1.64514 -2.75966
H -10.07632 -2.92175 -1.99889
C 2.97684 -6.73496 6.18083
C 1.90401 -6.05664 5.77655
C 2.00392 -5.01371 4.73088
O 1.02502 -4.39322 4.36375
C 3.34160 -4.75521 4.15097
C 4.41459 -5.43366 4.55554
C 4.31445 -6.47632 5.60102
O 5.29151 -7.09699 5.96935
H 2.92233 -7.50036 6.94479
H 0.91874 -6.23374 6.18963
H 3.39647 -3.99010 3.38724
H 5.39990 -5.25650 4.14264
C 3.54478 -0.37060 -1.57031
C 4.37061 -1.04611 -0.77267
C 5.26733 -2.09344 -1.30830
O 6.02038 -2.71303 -0.58107
C 5.21303 -2.36042 -2.76398
C 4.38705 -1.68472 -3.56110
C 3.48989 -0.63704 -3.02496
O 2.73566 -0.01820 -3.74992
H 2.88066 0.39841 -1.19553
H 4.42346 -0.86277 0.29449
H 5.87680 -3.12973 -3.13841
H 4.33371 -1.86780 -4.62715
C 10.76824 3.29914 -1.99966
C 9.82567 3.04576 -2.90650
C 8.58273 2.32864 -2.54247
O 7.72369 2.09525 -3.36913
C 8.42743 1.90610 -1.13279
C 9.36982 2.15954 -0.22604
C 10.61236 2.87611 -0.58956
O 11.47128 3.10906 0.23757
H 11.68355 3.82151 -2.24811
H 9.92315 3.34851 -3.94159
H 7.51186 1.38333 -0.88429
H 9.27248 1.85723 0.80611
```

M, g/mol: 1189.32
Energy, Ha: -5014.55389
Spin multiplicity: 1

Entry 2:
Molecular formula: C23H31NO6Se2Te2Zr
Method: DFT, wB97M-V/def2-TZVPD

```
66
Properties=species:S:1:pos:R:3
Zr -0.04661 1.35758 0.83156
O 3.93168 -0.77737 -1.40098
C 2.94653 -0.84643 -0.45583
O 1.61102 -0.23775 -1.18130
C 3.14234 -0.07739 0.74345
C 4.44912 -0.10053 1.29300
C 4.68227 0.44830 2.52519
C 3.63105 1.03804 3.23090
C 2.40210 1.05337 2.63046
N 2.13771 0.51119 1.42169
C 1.23806 1.76541 3.29547
O 1.40276 2.58556 4.14819
O 0.05207 1.34010 2.80858
H 4.39715 0.07891 -1.37497
H 5.23776 -0.59647 0.74760
H 5.67838 0.42355 2.94689
H 3.75663 1.50498 4.19536
Se 1.60725 3.50256 0.58097
Te 0.24391 5.47206 1.41964
Te -1.71026 4.21549 2.77843
Se -2.36162 2.62943 0.92893
C -4.24701 -0.02644 -0.73840
C -3.16796 -0.34429 -1.77570
C -2.44922 0.90967 -2.23882
C -2.33185 -1.50721 -1.26222
C -2.62002 -2.74658 -1.83182
C -2.16707 -3.93165 -1.28043
C -1.49328 -3.87026 -0.07728
C -1.15637 -2.65938 0.53248
C -0.64213 -2.78115 1.95905
C -1.77078 -2.39996 2.92181
C 0.63671 -2.05400 2.33056
C -1.47766 -1.47711 -0.14767
O -0.95765 -0.28375 0.27328
H -4.91441 0.75769 -1.09739
H -3.80405 0.31096 0.19947
H -4.84105 -0.91456 -0.52439
H -3.68048 -0.74081 -2.65680
H -1.94312 1.42667 -1.42316
H -3.17664 1.60913 -2.65451
H -1.71318 0.69197 -3.01629
H -3.25420 -2.77004 -2.70900
H -2.39518 -4.88221 -1.74126
H -1.21790 -4.78660 0.42951
H -0.43577 -3.84881 2.08138
H -2.02019 -1.34241 2.80985
H -1.46445 -2.56396 3.95556
H -2.67272 -2.98169 2.73141
H 0.46422 -0.98679 2.46680
H 1.42311 -2.20450 1.58817
H 0.99892 -2.43425 3.28909
C -0.63179 3.71999 -2.35993
C 0.57710 2.84999 -2.60411
O 0.55916 1.66772 -1.74736
C 1.77413 1.00246 -1.87826
C 1.05511 -1.28157 -2.04487
H -0.39702 4.73916 -2.66591
H -0.89003 3.75585 -1.29915
H -1.49948 3.37798 -2.91877
H 1.49993 3.39926 -2.39187
H 0.60838 2.47296 -3.63260
H 2.58525 1.55038 -1.37654
H 2.01574 0.80306 -2.92904
H 0.82210 -2.11447 -1.38993
H 1.82447 -1.53715 -2.77309
H 0.15899 -0.86388 -2.49508
```

M, g/mol: 921.85
Energy, Ha: -6787.25785
Relative energy (zero: lowest compared OMol25 entry of this formula, charge and spin), eV: 4.917
Spin multiplicity: 1

Entry 3:
Molecular formula: C27H27Br72F4
Method: DFT, wB97M-V/def2-TZVPD

```
130
Properties=species:S:1:pos:R:3
C 6.86391 -4.01980 -0.19472
C 5.97102 -3.03716 0.13007
F 6.43898 -2.25039 1.12959
F 5.67923 -2.19646 -0.89350
C 4.55925 -3.33925 0.61348
F 4.49939 -3.47217 1.90122
F 4.11411 -4.43458 0.06685
H 6.49741 -4.64598 -0.95572
H 7.17750 -4.54842 0.65982
H 3.90534 -2.56619 0.30341
C 2.39828 0.83228 1.78955
Br 1.86639 -0.11661 3.36936
Br 2.96830 2.62706 2.18761
Br 3.76927 -0.17652 0.90981
H 1.54444 0.91597 1.14518
C -0.63152 -0.84579 -1.93496
Br -1.75021 -2.33597 -1.48178
Br -1.48770 0.84647 -1.59199
Br 1.08667 -0.95784 -1.11206
H -0.46836 -0.90051 -2.99643
C 7.15958 3.83006 3.49777
Br 7.47187 5.40019 2.43451
Br 5.88574 4.22490 4.87793
Br 6.61441 2.34285 2.42520
H 8.08449 3.55903 3.97224
C -5.33816 0.27966 -0.54199
Br -5.81989 -0.67769 -2.13224
Br -6.85696 1.14987 0.24544
Br -4.43673 -0.83408 0.71657
H -4.64640 1.04832 -0.83946
C -3.00787 -1.60873 -4.82441
Br -3.81555 -0.04993 -5.58229
Br -4.01142 -3.19143 -5.21626
Br -1.17872 -1.79256 -5.36358
H -3.01991 -1.48805 -3.75367
C -3.20397 -3.96043 -8.96384
Br -4.01496 -2.39616 -9.71249
Br -4.19355 -5.54289 -9.40347
Br -1.36719 -4.11547 -9.47085
H -3.23310 -3.85956 -7.89521
C 0.73076 -6.76440 0.11592
Br 0.12710 -4.97453 -0.22913
Br -0.48153 -8.06639 -0.61910
Br 2.51749 -7.02364 -0.48487
H 0.72603 -6.89915 1.18133
C -4.11772 4.13633 -4.25672
Br -4.90699 3.26325 -2.74384
Br -3.85141 6.00997 -3.95038
Br -2.51588 3.24666 -4.78049
H -4.81867 4.04179 -5.06642
C 7.63656 -8.16337 1.36545
Br 7.11171 -7.69197 3.14700
Br 6.15783 -8.12183 0.14881
Br 9.08737 -7.06609 0.78966
H 7.97706 -9.18104 1.39801
C 10.86854 -8.71904 5.46985
Br 9.34628 -8.12907 6.47164
Br 10.40506 -10.04944 4.16884
Br 11.79540 -7.25069 4.66891
H 11.54084 -9.18417 6.16534
C 6.46246 8.54235 -0.61101
Br 7.64790 8.26712 0.86403
Br 7.41982 8.61077 -2.27302
Br 5.07588 7.22753 -0.63584
H 5.99649 9.49956 -0.47161
C -7.73436 7.13140 -3.85490
Br -7.14249 8.62731 -4.88295
Br -9.46094 7.43168 -3.08265
Br -7.70222 5.52045 -4.88612
H -7.03927 7.00416 -3.04243
C -5.10415 -7.47262 -12.61095
Br -3.23603 -7.32125 -12.98301
Br -6.15020 -6.41325 -13.81474
Br -5.67710 -9.30084 -12.59907
H -5.26526 -7.08048 -11.62431
C 2.58310 2.57591 7.02861
Br 2.25214 1.65130 8.68398
Br 3.20627 4.36240 7.35692
Br 3.76540 1.59663 5.91016
H 1.64344 2.66084 6.51185
C 11.52665 7.21826 -1.01115
Br 10.49917 5.84314 -0.17140
Br 11.12579 8.94535 -0.28056
Br 13.40648 6.84645 -0.93676
H 11.24680 7.24030 -2.04807
C -6.13966 5.17053 0.76601
Br -6.94949 4.28862 2.25744
Br -7.42675 6.20787 -0.20429
Br -4.62661 6.21586 1.29093
H -5.78278 4.40627 0.09731
C 9.15611 -6.26326 -3.12839
Br 7.90567 -7.69462 -3.40591
Br 8.43217 -4.90081 -1.99158
Br 10.80930 -6.93201 -2.41177
H 9.37162 -5.84211 -4.09217
C -4.61433 0.76348 6.42154
Br -5.35075 1.49661 4.81650
Br -5.70690 1.14901 7.94551
Br -4.28549 -1.11494 6.25401
H -3.66661 1.23799 6.58442
C -5.79331 -0.10497 12.05983
Br -6.67750 1.54286 11.64107
Br -6.78453 -1.61058 11.41414
Br -3.99593 -0.11978 11.41000
H -5.74689 -0.18327 13.13036
C -7.03960 8.84131 -9.29654
Br -8.14579 7.39088 -8.71279
Br -7.90313 10.53149 -9.03783
Br -5.32628 8.79606 -8.44489
H -6.87852 8.72035 -10.35128
C -2.52184 -3.80467 13.41330
Br -4.18225 -3.17635 14.14396
Br -2.56424 -3.82330 11.50335
Br -1.03627 -2.79468 14.07477
H -2.39443 -4.81829 13.74399
C -12.55398 5.41264 -4.41094
Br -14.20353 6.07876 -3.69993
Br -11.87295 3.96044 -3.37057
Br -12.72163 4.93763 -6.25881
H -11.83461 6.20939 -4.35245
C -8.30346 -1.14718 6.37699
Br -9.04348 -0.41659 4.76991
Br -9.39245 -0.75519 7.90213
Br -7.97453 -3.02450 6.21059
H -7.35244 -0.66974 6.53725
C 6.79688 1.10488 -3.42475
Br 7.90028 2.67939 -3.50102
Br 7.84501 -0.49075 -3.47702
Br 5.64420 1.10697 -1.90085
H 6.17679 1.11471 -4.30110
```

M, g/mol: 6180.59
Energy, Ha: -186773.20144
Spin multiplicity: 1
Net charge: -1

Entry 4:
Molecular formula: C5H4S
Method: DFT, wB97M-V/def2-TZVPD

```
10
Properties=species:S:1:pos:R:3
C -2.73878 0.89202 -1.28428
C -1.76816 0.63759 -0.53647
C 0.18019 -0.50037 0.55497
C 1.36186 -0.55216 -0.40283
C -0.73085 0.63935 0.20272
S 2.32244 0.67877 -0.62264
H -0.21197 -1.51878 0.68649
H 0.63013 -0.24208 1.51023
H 1.52396 -1.55318 -0.82597
H -0.56881 1.51884 0.71777
```

M, g/mol: 96.15
Energy, Ha: -590.88997
Relative energy (zero: lowest compared OMol25 entry of this formula, charge and spin), eV: 4.395
Spin multiplicity: 1

Entry 5:
Molecular formula: C3ClF2N
Method: DFT, wB97M-V/def2-TZVPD

```
7
Properties=species:S:1:pos:R:3
C 0.32821 0.33629 -0.77233
C 1.06416 1.47786 -0.78758
C -0.77680 -1.01446 -0.03778
N 0.17584 -1.06522 -0.84974
F -0.30826 -1.53949 1.30398
F -1.90689 -0.53161 0.60744
Cl 1.42373 2.33663 0.53602
```

M, g/mol: 123.49
Energy, Ha: -828.71747
Relative energy (zero: lowest compared OMol25 entry of this formula, charge and spin), eV: 6.456
Spin multiplicity: 1

Entry 6:
Molecular formula: C17H22BaF10NO7S3
Method: DFT, wB97M-V/def2-TZVPD

```
61
Properties=species:S:1:pos:R:3
N 4.29867 -1.60291 0.25172
C 3.66425 -0.50927 0.18967
C 2.78743 -0.23376 -0.98450
C 1.46835 0.47381 -0.70508
C 1.84817 1.88539 -0.09227
C 0.88371 3.06408 -0.11761
C 0.06528 3.24947 1.16365
C -0.34275 4.71002 1.38402
S -2.03601 5.00500 1.83165
O -2.52294 6.08108 1.01958
O -2.15659 5.05446 3.25561
O -2.77250 3.67805 1.38208
C 0.65704 -0.14091 0.36530
O 0.90083 -0.92355 1.23656
O -0.62641 0.35395 0.22205
C -0.91985 0.39949 -1.15844
F -1.59730 -0.82108 -1.36725
S -2.13627 1.68723 -1.54089
C 0.44543 0.45882 -1.89665
C 0.66870 -0.68743 -2.91243
C 0.16903 -2.08900 -2.61173
C 0.69402 -2.73243 -1.31856
C -0.49187 -3.31589 -0.56656
C -0.14240 -3.76886 0.81715
F 0.84320 -3.13985 1.44086
F 0.16377 -5.09143 0.82671
C -1.34651 -3.74199 1.82749
F -2.32199 -4.57854 1.30859
F -1.04697 -4.28092 2.97725
S -2.13498 -1.99074 2.14459
F -1.07265 -1.24364 1.36873
F -3.09144 -2.16263 0.91154
F -3.43361 -2.90819 3.18924
F -1.34524 -1.93054 3.47769
F -2.95704 -0.78517 2.54949
C 0.64070 1.73258 -2.82426
O 1.78445 2.16163 -2.81911
O -0.37625 2.02256 -3.45831
H 4.87513 -1.63649 1.08894
H 3.76419 0.24525 0.96632
H 2.65680 -1.19598 -1.46623
H 3.31571 0.40234 -1.69503
H 2.77259 2.18805 -0.56370
H 2.09892 1.70790 0.95740
H 0.21322 3.06872 -0.96558
H 1.49290 3.95856 -0.23259
H 0.64558 2.91096 2.01948
H -0.82445 2.63770 1.12657
H -0.18159 5.31568 0.49819
H 0.22461 5.14821 2.19843
H -2.79674 3.65867 0.41054
H -2.99834 1.08980 -0.70701
H 0.16244 -0.36847 -3.82093
H 1.72156 -0.71015 -3.16786
H 0.44069 -2.73639 -3.44450
H -0.91442 -2.09835 -2.61259
H 1.38777 -3.53332 -1.56327
H 1.23045 -2.05697 -0.66209
H -0.84708 -4.20414 -1.08545
H -1.27970 -2.57067 -0.56733
Ba -4.27169 -4.55977 2.52073
```

M, g/mol: 775.87
Energy, Ha: -3460.60072
Spin multiplicity: 1
Net charge: +1

| no. | LUMO (hartree) | frontier orbital gap (eV) | HOMO energy (Eh) |
| --- | --- | --- | --- |
| 1 | -0.0647 | 6.15 | -0.2906 |
| 2 | -0.0221 | 6.34 | -0.2553 |
| 3 | 0.0208 | 3.91 | -0.1228 |
| 4 | -0.0577 | 7.81 | -0.3448 |
| 5 | -0.0469 | 8.21 | -0.3486 |
| 6 | -0.2299 | 3.42 | -0.3555 |